Here is a molecular structure, C41H39BrF9PReS from OMol25. Energies are from ωB97M-V/def2-TZVPD.

Calculated values
Total charge: +2
Maximum force in Eh/bohr: 0.015
Relative energy (zero: lowest compared OMol25 entry of this formula, charge and spin) in kcal per mole: 0.0
HOMO level (alpha / beta) in hartree: -0.5245 / -0.5347
M in Da: 1031.9
Frontier orbital gap (alpha / beta) in eV: 6.1 / 6.6
LUMO (alpha / beta) in Eh: -0.301 / -0.290
Spin multiplicity: 2

Geometry (Å):
1 Re -0.137205 -0.034489 -0.677483
2 C -1.771075 1.539549 -1.223290
3 C -2.417886 0.575448 -0.372805
4 C -1.673313 0.582911 0.889766
5 C -0.659761 1.599774 0.742944
6 C -0.774099 2.261342 -0.516935
7 C -0.133765 3.588382 -0.915515
8 C -0.068364 4.456120 0.351805
9 C 1.261769 3.496420 -1.537994
10 C -1.068453 4.267739 -1.929810
11 C -1.950092 0.059068 2.300918
12 C -0.642560 -0.129028 3.078537
13 C -2.745805 1.153990 3.040345
14 C -2.686135 -1.278308 2.349952
15 C -3.793551 0.020757 -0.744372
16 C -3.911451 -1.510434 -0.776371
17 C -4.783916 0.609607 0.286641
18 C -4.267077 0.574326 -2.099169
19 H -2.072287 1.747034 -2.234377
20 H -0.018928 1.909275 1.549413
21 H 0.641727 4.066595 1.082935
22 H -1.043802 4.533252 0.831807
23 H 0.255771 5.461054 0.084525
24 H 1.967103 2.924000 -0.932269
25 H 1.659190 4.505413 -1.635249
26 H 1.229614 3.069004 -2.541396
27 H -2.082187 4.364101 -1.541514
28 H -1.106693 3.721306 -2.873521
29 H -0.700839 5.268900 -2.150083
30 H -0.081033 0.789682 3.232006
31 H 0.002887 -0.851787 2.580066
32 H -0.878553 -0.521256 4.067067
33 H -2.188172 2.091057 3.059366
34 H -2.901224 0.840667 4.072608
35 H -3.718269 1.348713 2.600927
36 H -2.107453 -2.067743 1.862746
37 H -3.675711 -1.250277 1.906877
38 H -2.810994 -1.566460 3.393708
39 H -3.201245 -2.016267 -0.129041
40 H -3.784138 -1.891934 -1.788952
41 H -4.911443 -1.801659 -0.455990
42 H -4.722279 0.125718 1.256024
43 H -5.795525 0.456303 -0.086890
44 H -4.639150 1.682351 0.416557
45 H -3.629113 0.310271 -2.938666
46 H -4.376127 1.658749 -2.069426
47 H -5.254181 0.161715 -2.301273
48 F -2.842383 -4.701825 -5.285309
49 C -2.310917 -4.123473 -4.238056
50 C -2.124496 -2.737840 -4.233652
51 F -2.498613 -2.006714 -5.267406
52 C -1.567551 -2.143562 -3.121644
53 F -1.466773 -0.800046 -3.104229
54 C -1.183701 -2.874985 -1.994011
55 S -0.342322 -2.225152 -0.593016
56 C -1.391260 -4.258171 -2.020927
57 F -1.045973 -4.994409 -0.978485
58 C -1.945649 -4.883811 -3.130148
59 F -2.123746 -6.187911 -3.137582
60 F 6.333085 1.383431 -3.276378
61 C 5.390496 0.984031 -2.458236
62 C 5.689868 0.660710 -1.139865
63 F 6.926777 0.743256 -0.705277
64 C 4.677833 0.236662 -0.281258
65 F 5.017745 -0.107369 0.950601
66 C 3.351664 0.143951 -0.692963
67 P 2.027131 -0.397507 0.455042
68 C 2.447334 0.538616 1.956713
69 C 2.458416 1.930519 1.875632
70 C 2.799483 2.698498 2.974396
71 C 3.137051 2.080227 4.170247
72 C 3.160230 0.695877 4.248603
73 C 2.828110 -0.077152 3.145696
74 C 2.442835 -2.147594 0.743596
75 C 1.807322 -2.876624 1.752364
76 C 2.040172 -4.233406 1.887402
77 C 2.892808 -4.887560 1.009134
78 C 3.514857 -4.177787 -0.004192
79 C 3.289509 -2.816534 -0.142106
80 C 3.098870 0.458575 -2.018760
81 Br 1.325980 0.323985 -2.715868
82 C 4.073692 0.873548 -2.905348
83 F 3.767388 1.165671 -4.158787
84 H 2.220675 2.425085 0.940601
85 H 2.813602 3.776880 2.895215
86 H 3.402766 2.676228 5.031471
87 H 3.452484 0.209260 5.168350
88 H 2.894954 -1.151953 3.221678
89 H 1.128428 -2.397819 2.444443
90 H 1.551923 -4.781936 2.679855
91 H 3.072797 -5.947545 1.118204
92 H 4.183892 -4.680605 -0.688287
93 H 3.789006 -2.286696 -0.942613

Force components x, y, z for each atom (eV/Å):
Re -0.54 -0.16 -0.47
C 0.06 -0.26 0.25
C 0.50 0.24 0.05
C 0.11 0.38 -0.15
C -0.35 0.67 -0.23
C 0.33 -0.32 0.62
C -0.17 0.10 -0.05
C 0.06 0.00 -0.03
C 0.00 -0.01 -0.07
C 0.09 -0.02 0.01
C -0.02 -0.16 0.02
C -0.01 -0.11 -0.05
C 0.01 -0.02 -0.02
C 0.03 -0.04 0.04
C -0.17 0.01 0.03
C -0.06 -0.05 0.00
C -0.02 -0.10 0.00
C 0.00 0.00 0.06
H -0.05 0.02 -0.07
H 0.09 -0.01 -0.02
H 0.01 -0.02 0.00
H -0.05 0.00 0.01
H 0.00 0.02 -0.01
H -0.04 -0.01 -0.03
H 0.05 0.05 0.00
H -0.01 0.04 0.07
H -0.04 0.01 0.03
H 0.00 -0.01 -0.02
H 0.02 0.02 0.00
H 0.01 0.07 -0.02
H -0.04 0.05 0.00
H -0.01 -0.02 0.02
H 0.03 0.04 0.00
H -0.01 -0.01 0.01
H -0.05 0.00 -0.04
H 0.01 0.00 0.00
H 0.04 -0.04 0.00
H -0.01 -0.02 0.01
H 0.01 0.00 0.06
H 0.04 0.02 -0.01
H -0.03 -0.03 -0.01
H -0.01 0.07 -0.03
H -0.03 -0.01 -0.01
H 0.02 0.04 -0.01
H 0.12 -0.09 -0.03
H 0.00 0.05 -0.01
H -0.03 -0.03 -0.02
F -0.02 -0.04 -0.05
C 0.11 0.14 0.21
C 0.07 -0.16 0.23
F -0.02 0.01 -0.06
C -0.12 -0.19 0.12
F 0.15 -0.10 -0.12
C -0.07 0.04 -0.14
S 0.02 -0.35 -0.10
C -0.08 0.09 -0.22
F 0.01 -0.05 0.03
C 0.04 0.24 0.02
F -0.01 -0.06 -0.01
F 0.05 0.02 -0.04
C -0.25 -0.07 0.10
C -0.21 -0.03 -0.03
F 0.06 0.01 -0.01
C -0.03 0.03 -0.14
F 0.08 0.00 0.02
C 0.01 0.02 -0.10
P 0.33 -0.08 0.31
C 0.00 -0.01 0.00
C -0.06 0.00 -0.14
C 0.00 0.03 0.02
C 0.01 -0.05 0.01
C 0.00 0.02 -0.01
C -0.05 -0.02 -0.04
C -0.05 0.01 -0.15
C -0.01 0.11 0.01
C 0.01 -0.04 0.00
C -0.01 -0.01 0.02
C 0.02 -0.01 -0.01
C -0.01 0.10 0.04
C 0.12 0.07 -0.05
Br -0.04 0.09 0.03
C 0.05 -0.07 0.28
F 0.03 0.03 -0.08
H -0.01 -0.04 0.06
H 0.00 0.03 0.00
H 0.01 0.02 0.03
H 0.01 -0.01 0.02
H -0.02 -0.03 -0.02
H 0.00 0.00 -0.01
H -0.02 -0.02 0.04
H 0.00 -0.03 0.00
H 0.01 -0.01 -0.02
H -0.01 0.00 -0.01